No. 1
{
  "formula": "C26H27AsBrCoN3",
  "method": "ωB97M-V/def2-TZVPD",
  "s2": 3.757,
  "total_energy_ev": -200366.1421,
  "e_lumo_ha": [-0.210, -0.236],
  "gap_ha": [0.2936, 0.2673],
  "spin_multiplicity": 4,
  "e_homo_ev": [-13.70, -13.70],
  "charge": 2,
  "species": ["Br", "As", "Co", "N", "N", "N", "C", "C", "C", "C", "C", "C", "C", "C", "C", "C", "C", "C", "C", "C", "C", "C", "C", "C", "C", "C", "C", "C", "C", "C", "C", "C", "H", "H", "H", "H", "H", "H", "H", "H", "H", "H", "H", "H", "H", "H", "H", "H", "H", "H", "H", "H", "H", "H", "H", "H", "H", "H", "H"],
  "coordinates": [[1.95478, -0.83689, -2.21141], [-1.15157, -0.15748, -0.28915], [1.28868, 0.78028, -0.19739], [0.65337, 2.77199, -0.10856], [3.32745, 1.01427, -0.80476], [1.50917, 0.22369, 1.78818], [-1.49846, -1.88974, 3.57018], [-0.69711, -4.24438, -2.51716], [1.05137, 3.41085, 1.18228], [3.52848, 0.14627, -1.79537], [-3.96113, 0.40217, 0.09699], [-0.84713, -3.11953, -3.31979], [0.72092, 2.55061, 2.39699], [-5.17487, 0.98137, -0.24803], [-0.73460, -4.13927, -1.13366], [-1.21412, -3.21066, 3.24173], [5.79578, 0.73263, -2.01913], [-0.91291, -2.89451, -0.53861], [4.72506, -0.04459, -2.44322], [-1.00886, -1.86649, -2.73720], [-4.14320, 2.05564, -2.14173], [-0.99814, -3.58531, 1.92352], [-2.84209, 0.65596, -0.68787], [4.37244, 1.75436, -0.40286], [-1.05825, -2.63408, 0.90970], [-2.92341, 1.49004, -1.79878], [-1.54557, -0.92486, 2.57074], [-1.02970, -1.76671, -1.35311], [1.68261, 1.40469, 2.69248], [-1.32198, -1.30331, 1.25143], [-5.26503, 1.80253, -1.36407], [5.61902, 1.64209, -0.98628], [-1.17887, -3.95967, 4.02169], [2.29537, -0.40703, 1.92899], [-1.69346, -1.61673, 4.59881], [0.97607, 3.35352, -0.87851], [-6.21456, 2.24735, -1.62953], [4.82148, -0.76700, -3.24075], [0.56075, 4.37913, 1.27369], [2.12591, 3.59917, 1.14132], [-6.05235, 0.78648, 0.35384], [-2.04736, 1.69529, -2.40632], [2.71293, 1.75235, 2.59637], [-1.13906, -0.99020, -3.36262], [6.43572, 2.25722, -0.63672], [1.54918, 1.07874, 3.72351], [-1.77977, 0.10375, 2.82311], [4.19110, 2.45210, 0.40408], [-3.89643, -0.25419, 0.95560], [-0.64553, -5.03244, -0.52874], [0.74175, 3.20872, 3.26689], [0.68724, -0.29893, 2.09812], [-0.36237, 2.77015, -0.17411], [6.76182, 0.62418, -2.49438], [-0.57242, -5.21607, -2.97586], [-0.84965, -3.21976, -4.39721], [-4.21727, 2.69505, -3.01119], [-0.80231, -4.62375, 1.68948], [-0.30888, 2.18101, 2.33435]]
}

---

No. 2
{
  "formula": "C26H27BNO9PS",
  "method": "ωB97M-V/def2-TZVPD",
  "total_energy_ev": -68118.1043,
  "e_lumo_ha": -0.039,
  "gap_ha": 0.2672,
  "smiles": "Cc1ccc(Cc2ccc(P(=N)(O)O)c3c2C(=O)c2c(OB(O)O)cccc2C3=O)cc1.O=S1(=O)CCCC1",
  "e_homo_ev": -8.34,
  "species": ["S", "P", "O", "O", "O", "O", "O", "O", "O", "O", "O", "N", "C", "C", "C", "C", "C", "C", "C", "C", "C", "C", "C", "C", "C", "C", "C", "C", "C", "C", "C", "C", "C", "C", "C", "C", "C", "C", "B", "H", "H", "H", "H", "H", "H", "H", "H", "H", "H", "H", "H", "H", "H", "H", "H", "H", "H", "H", "H", "H", "H", "H", "H", "H", "H", "H"],
  "coordinates": [[2.43086, -1.27021, -3.89540], [-1.62113, 4.93428, -0.25829], [3.63801, -0.66221, -3.38847], [1.73089, -2.30530, -3.17648], [-0.12172, 0.70098, 4.59551], [-1.39594, 4.65913, -1.90351], [-2.85187, 4.19245, 2.75602], [-3.26464, 4.83663, -0.00482], [-2.10674, -1.59129, 4.44764], [-2.65851, -3.84590, 3.58024], [-1.38846, -2.32395, 2.18140], [-1.11680, 6.34128, 0.20060], [2.72545, -1.84237, -5.56122], [1.25849, 0.01291, -4.33103], [-0.75574, 1.02340, 3.62298], [-2.86896, -0.55887, 3.88290], [2.74579, -0.86527, 0.25375], [1.63165, -2.10766, 2.23044], [1.16276, 0.00361, -5.85976], [2.17125, -0.89036, 1.60223], [-2.30024, 0.73180, 3.47926], [-4.60287, 1.57884, 2.68627], [1.68175, -3.37035, 1.47397], [1.60698, 2.31778, 0.63613], [-5.16086, 0.28325, 3.07838], [-4.31359, -0.76709, 3.67436], [2.13694, 0.44785, 2.42429], [0.72478, 3.34371, 0.06258], [-0.62900, 3.63412, 0.62376], [-0.14720, 1.79856, 2.39357], [1.47975, -1.41904, -6.33069], [2.30467, -4.66838, -0.68535], [-2.40531, 3.10348, 2.49476], [1.17522, 1.52456, 1.82487], [2.25302, -3.32643, 0.12775], [-3.16709, 1.78347, 2.88900], [2.78497, -2.11658, -0.51306], [-1.01941, 2.85358, 1.79936], [-2.04879, -2.58617, 3.42391], [1.91251, 0.17773, 3.48703], [1.87448, -5.48422, -0.03649], [1.89656, 0.69772, -6.27892], [3.36648, -4.96079, -0.92381], [1.61667, 0.97037, -3.95514], [1.22481, -2.03832, 3.26562], [1.29247, -4.29064, 1.96691], [1.73478, -4.55319, -1.65213], [0.64548, -2.08299, -6.08656], [3.61303, -1.33049, -5.93682], [-3.54350, 3.94909, 0.28416], [3.21781, -2.20963, -1.54194], [-6.25637, 0.11477, 2.91248], [2.88532, -2.91937, -5.56043], [-1.85618, 3.80355, -2.05483], [-5.20047, 2.40123, 2.23068], [-4.76090, -1.75172, 3.97695], [0.17670, 0.32927, -6.19399], [0.30254, -0.23359, -3.86857], [2.61421, 2.08414, 0.20440], [3.15830, 0.05453, -0.23146], [-0.38563, 6.22973, 0.91144], [-2.00642, -1.82681, 1.61177], [-3.12704, -4.06743, 2.75718], [3.17631, 0.88227, 2.40089], [1.08845, 3.92903, -0.81786], [1.64122, -1.46247, -7.40842]]
}

---

No. 3
{
  "formula": "C26H27BrN4OS2TeTi",
  "method": "ωB97M-V/def2-TZVPD",
  "s2": 2.010,
  "total_energy_ev": -157531.3415,
  "e_lumo_ha": [-0.022, -0.024],
  "gap_ha": [0.2206, 0.2403],
  "spin_multiplicity": 3,
  "e_homo_ev": [-6.61, -7.19],
  "species": ["Te", "Br", "Ti", "S", "S", "O", "N", "N", "N", "N", "C", "C", "C", "C", "C", "C", "C", "C", "C", "C", "C", "C", "C", "C", "C", "C", "C", "C", "C", "C", "C", "C", "C", "C", "C", "C", "H", "H", "H", "H", "H", "H", "H", "H", "H", "H", "H", "H", "H", "H", "H", "H", "H", "H", "H", "H", "H", "H", "H", "H", "H", "H", "H"],
  "coordinates": [[-3.08310, -2.29471, 0.66194], [0.04105, -1.07629, -6.17634], [0.71905, -0.22516, 0.54551], [-5.96667, -1.86771, -1.09566], [-0.55703, -1.07602, 2.51037], [0.47086, -2.02112, -0.26888], [2.58710, -0.17273, 1.57478], [-1.02321, 0.80400, -0.72892], [1.91786, 1.04235, -0.80690], [0.24405, 1.75783, 1.70585], [4.56659, 3.31109, 0.51859], [-0.39892, -2.69870, -2.37881], [-0.94857, 2.41575, 1.15256], [-0.50692, -2.45136, -3.73636], [3.57218, 2.76488, -0.32062], [-5.51116, -3.85817, -2.60873], [2.93341, -0.84573, 2.65473], [4.65552, 0.72648, 3.19998], [3.99934, -0.43977, 3.48748], [-0.99408, 2.23015, -0.35217], [1.09436, -0.65481, -3.56244], [4.94337, 2.67890, 1.66710], [-6.43371, -2.88253, -2.39297], [-3.15415, -0.19546, 0.25135], [-2.38885, 0.28303, -0.97689], [0.43841, -1.90527, -1.58613], [2.94446, 1.58415, -0.00774], [-4.39912, -3.75971, -1.72726], [3.29968, 0.93957, 1.22173], [0.16160, 1.53601, 3.16264], [0.22389, -1.42405, -4.31664], [2.17385, -0.18597, -1.31381], [-0.81302, 0.42196, 3.50786], [-4.49421, -2.71623, -0.84692], [1.22066, -0.89894, -2.19940], [4.31163, 1.46813, 2.03956], [-4.21169, 0.03233, 0.12388], [-1.82687, 1.97376, 1.61703], [-3.55376, -4.43313, -1.74924], [5.44410, 1.09469, 3.84532], [-7.35184, -2.71092, -2.93135], [3.14483, -0.65144, -1.14462], [3.30095, 3.26466, -1.24190], [-2.96909, 1.08013, -1.45922], [-2.83129, 0.28721, 1.16940], [-0.09768, 2.66793, -0.79347], [-2.30544, -0.52626, -1.70551], [5.04270, 4.23954, 0.23110], [-0.99066, -3.46554, -1.90087], [-5.61012, -4.61173, -3.37714], [2.32541, -1.70531, 2.90634], [1.16404, 1.26592, 3.50089], [-1.86332, 2.75715, -0.76021], [1.04366, 2.36076, 1.52784], [-0.12482, 2.46469, 3.67448], [-0.70537, 0.18968, 4.56811], [4.24199, -1.03655, 4.35438], [-1.17478, -3.04496, -4.34691], [-0.54039, 0.72786, -1.62043], [-1.84130, 0.77270, 3.38384], [1.68384, 0.12287, -4.03151], [-0.95786, 3.48380, 1.39782], [5.71859, 3.08628, 2.30352]]
}

---

No. 4
{
  "formula": "C26H27IrN3O7P3S2",
  "method": "ωB97M-V/def2-TZVPD",
  "s2": 0.761,
  "total_energy_ev": -98589.5648,
  "e_lumo_ha": [0.089, 0.034],
  "gap_ha": [0.2666, 0.2357],
  "spin_multiplicity": 2,
  "e_homo_ev": [-4.85, -5.48],
  "charge": -1,
  "species": ["Ir", "S", "S", "P", "P", "P", "O", "O", "O", "O", "O", "O", "O", "N", "N", "N", "C", "C", "C", "C", "C", "C", "C", "C", "C", "C", "C", "C", "C", "C", "C", "C", "C", "C", "C", "C", "C", "C", "C", "C", "C", "C", "H", "H", "H", "H", "H", "H", "H", "H", "H", "H", "H", "H", "H", "H", "H", "H", "H", "H", "H", "H", "H", "H", "H", "H", "H", "H", "H"],
  "coordinates": [[-0.73129, -0.43108, -1.01503], [-2.64463, 0.05670, -2.28508], [0.01907, 1.65271, -1.57478], [-2.35453, 3.36360, 1.68675], [1.36655, -1.05748, -0.23962], [-1.59837, 0.43281, 2.15612], [-1.82460, 2.35750, 4.04310], [-1.80965, 0.53477, 0.64777], [-2.96660, 2.88463, 0.31539], [-1.01555, 3.97914, 1.71216], [-1.96938, -0.79279, 2.89248], [-0.02692, 0.75698, 2.42956], [-3.49645, 4.39357, 2.15781], [-1.53160, -2.24783, -0.49145], [-1.73190, -5.83825, 1.92753], [-2.46592, -4.45112, 0.00697], [-1.96596, -3.28898, -0.21757], [0.08467, -1.73456, -3.77274], [-3.89362, 1.56523, 3.15371], [2.69137, 0.17992, -0.09850], [4.26469, 1.68730, -1.12898], [3.21424, -3.70336, 2.24497], [3.05464, 0.67562, 1.15164], [-1.13638, 3.83965, -2.70506], [2.98112, -2.74228, 1.27664], [-3.56647, 2.38130, -3.39864], [1.02430, -2.49245, -4.46055], [-2.45327, 1.93429, 2.82902], [4.62254, 2.17525, 0.11862], [0.65065, -2.67928, 1.89924], [2.47402, -2.57482, -2.54070], [4.01573, 1.66735, 1.25936], [1.69429, -2.23292, 1.09362], [3.30086, 0.69479, -1.23941], [2.16480, -4.16205, 3.03361], [0.32740, -1.38693, -2.44539], [1.53031, -1.81323, -1.86795], [-2.43626, 1.68587, -2.69357], [-1.27754, 2.37977, -2.37818], [-2.04312, -5.15430, 1.04431], [0.88880, -3.64949, 2.86538], [2.20834, -2.91717, -3.85847], [4.28525, 2.04925, 2.23571], [-0.83264, -1.43083, -4.26281], [-2.61211, 1.96996, 0.13888], [4.21222, -4.10107, 2.38182], [-4.42396, 1.26940, 2.24782], [2.57950, 0.28733, 2.04212], [-3.24784, 2.76585, -4.37092], [3.39020, -2.89347, -2.05634], [0.06471, -4.01395, 3.46355], [2.34423, -4.92720, 3.77847], [-1.35003, 4.03836, -3.75752], [5.37023, 2.95385, 0.20338], [0.23481, 0.19367, 3.16994], [-3.07364, 5.11029, 2.64470], [-4.40076, 1.69981, -3.55182], [3.01896, 0.32127, -2.21582], [0.83019, -2.76890, -5.49081], [-1.83871, 4.42088, -2.10161], [-0.13147, 4.18955, -2.47649], [4.73053, 2.08298, -2.02265], [-0.34762, -2.27878, 1.78681], [-3.89499, 0.72198, 3.84292], [2.91545, -3.51478, -4.41998], [3.79917, -2.38008, 0.66372], [-0.93864, 2.65963, 3.79714], [-4.40352, 2.41676, 3.60225], [-3.91788, 3.22984, -2.80658]]
}